Model w:
{"formula": "H22O11", "method": "ωB97M-V/def2-TZVPD", "species": ["O", "H", "H", "O", "H", "H", "O", "H", "H", "O", "H", "H", "O", "H", "H", "O", "H", "H", "O", "H", "H", "O", "H", "H", "O", "H", "H", "O", "H", "H", "O", "H", "H"], "xyz": [[2.6012, 13.5876, 17.2740], [2.6475, 14.5414, 17.3402], [3.3897, 13.3421, 16.7900], [-0.9408, 13.6588, 15.9374], [-0.1666, 13.5838, 16.4953], [-1.3177, 12.7790, 15.9303], [5.7397, 16.1414, 19.3460], [6.3550, 15.5321, 18.9381], [6.2310, 16.9587, 19.4292], [6.1722, 9.6381, 14.0560], [6.6759, 9.5309, 13.2491], [5.3713, 10.0846, 13.7813], [2.9453, 15.0503, 22.3514], [3.5707, 15.3480, 21.6908], [3.1696, 14.1313, 22.4974], [6.2305, 15.2076, 13.8620], [6.2395, 16.1160, 13.5603], [5.5583, 14.7841, 13.3282], [7.9949, 13.4093, 16.8448], [7.7704, 13.8085, 16.0043], [8.9510, 13.4408, 16.8777], [0.7562, 10.5175, 19.2667], [1.2399, 11.3403, 19.1956], [-0.0081, 10.6389, 18.7034], [2.3832, 17.6567, 17.3271], [2.5731, 18.3959, 16.7494], [3.1983, 17.5121, 17.8077], [-0.3669, 17.7491, 20.1474], [-0.7886, 18.6025, 20.0470], [0.4147, 17.8014, 19.5973], [2.5019, 11.7944, 12.7818], [1.7503, 12.0900, 13.2955], [2.1461, 11.1216, 12.2013]], "gap_ev": 11.044, "smiles": "O.O.O.O.O.O.O.O.O.O.O", "homo_energy_ev": -11.102, "spin_multiplicity": 1}

***

Model x:
{"formula": "H22O11", "method": "ωB97M-V/def2-TZVPD", "species": ["O", "H", "H", "O", "H", "H", "O", "H", "H", "O", "H", "H", "O", "H", "H", "O", "H", "H", "O", "H", "H", "O", "H", "H", "O", "H", "H", "O", "H", "H", "O", "H", "H"], "xyz": [[0.3883, -1.3694, -2.5879], [-0.4616, -1.1359, -2.9743], [0.3785, -0.9568, -1.7101], [-1.4310, 0.7254, 2.5559], [-1.1365, 1.4742, 3.0868], [-0.8317, 0.0154, 2.7906], [-2.7256, -3.3914, 1.1963], [-3.2355, -2.7151, 0.7423], [-1.9550, -2.9297, 1.5428], [3.1002, 0.8284, -2.0322], [2.2279, 0.6347, -2.3943], [3.3261, 1.6982, -2.3734], [-0.1622, -2.1295, 1.6643], [0.2818, -1.6218, 2.3525], [0.0406, -3.0448, 1.8966], [3.2348, 0.3831, 0.8027], [2.2802, 0.2574, 0.7286], [3.5510, 0.2593, -0.1027], [-3.1564, 2.0161, 0.4787], [-2.5658, 1.7592, 1.1972], [-3.9430, 2.3582, 0.9115], [0.5622, -0.0707, -0.1089], [0.3568, -0.8939, 0.3690], [-0.0049, 0.5950, 0.3018], [-1.1955, 3.6201, -0.9226], [-1.6743, 2.9292, -0.4468], [-0.2721, 3.3415, -0.8914], [1.3870, 2.7791, 0.0886], [1.6749, 3.6797, -0.0903], [2.1936, 2.2419, 0.0803], [-0.2378, -4.1283, -2.1536], [0.0120, -3.8280, -1.2764], [-0.0071, -3.3811, -2.7217]], "gap_ev": 10.032, "smiles": "O.O.O.O.O.O.O.O.O.O.O", "homo_energy_ev": -10.693, "spin_multiplicity": 1}

***

Of them, the most stable is model x and the least stable is model w.

***

Model w:
{"formula": "H22O11", "method": "ωB97M-V/def2-TZVPD", "species": ["H", "H", "H", "H", "H", "H", "H", "H", "H", "H", "H", "H", "H", "H", "H", "H", "H", "H", "H", "H", "H", "H", "O", "O", "O", "O", "O", "O", "O", "O", "O", "O", "O"], "xyz": [[-0.5889, 0.3985, -0.0619], [0.6535, -0.4738, -0.1373], [3.7727, 1.2144, -0.3481], [4.6313, 1.1505, -1.6006], [-2.6848, -0.6036, -2.7858], [-3.4632, -1.5348, -1.8711], [1.6059, 5.2592, 1.3289], [0.8170, 4.3989, 0.3555], [3.7042, -3.8412, -0.5802], [4.0129, -2.3642, -0.7622], [-3.7346, 1.3432, 1.0732], [-3.5071, 1.4096, -0.4281], [2.1523, 0.1725, 1.4861], [3.3152, 1.1438, 1.3662], [-0.0751, 2.7973, -1.2696], [1.4041, 2.4577, -1.3515], [-0.2945, -4.3353, -1.2668], [-1.1585, -4.2654, -0.0184], [0.4524, -1.8987, 3.1930], [-1.0351, -1.6117, 3.0701], [-5.7810, -0.7759, -0.3127], [-4.6505, -0.5451, 0.6767], [0.3434, 0.4232, -0.3052], [3.9284, 0.6821, -1.1364], [-3.3756, -0.6062, -2.1138], [0.8489, 4.6645, 1.2814], [4.4032, -3.1897, -0.4538], [-3.0992, 1.6430, 0.4134], [3.1136, 0.2030, 1.4224], [0.7547, 3.1032, -1.6527], [-0.5164, -3.7580, -0.5276], [-0.3422, -2.1900, 2.7318], [-5.6071, -0.4708, 0.5849]], "gap_ev": 10.969, "smiles": "O.O.O.O.O.O.O.O.O.O.O", "homo_energy_ev": -11.106, "spin_multiplicity": 1}

***

Model x:
{"formula": "H22O11", "method": "ωB97M-V/def2-TZVPD", "species": ["O", "H", "H", "O", "H", "H", "O", "H", "H", "O", "H", "H", "O", "H", "H", "O", "H", "H", "O", "H", "H", "O", "H", "H", "O", "H", "H", "O", "H", "H", "O", "H", "H"], "xyz": [[0.0336, 0.1241, -0.0279], [-0.4744, 0.3061, -0.7299], [0.5746, 0.7961, 0.2341], [0.3866, 3.3351, -1.5319], [0.7646, 2.5711, -1.8039], [-0.4374, 3.5081, -2.1389], [-1.1264, -3.6129, -0.4469], [-0.8894, -2.6719, -0.0079], [-0.4634, -3.7689, -1.1179], [3.1006, -0.8229, 1.5101], [2.4206, -1.3859, 0.9941], [3.4006, -1.1479, 2.4531], [-1.3294, 0.5401, -2.1959], [-1.7534, 1.1061, -2.9319], [-0.6114, 0.1301, -2.6029], [-0.9784, 2.4891, 2.1721], [-0.9674, 2.7841, 3.1271], [-0.0384, 2.3621, 2.1181], [-0.2094, -1.8029, 1.7121], [0.0076, -1.3039, 0.8551], [0.2546, -2.6419, 1.4611], [-2.7674, -1.5889, -1.6549], [-2.2784, -2.3539, -1.5049], [-2.2234, -0.7959, -1.4579], [1.7096, 1.2711, 1.7931], [2.2636, 1.9551, 1.7471], [2.2076, 0.4821, 1.4631], [2.7476, -1.4809, -1.4719], [3.1966, -1.3489, -2.2619], [2.1136, -0.7659, -1.4679], [-3.1134, 1.0061, 1.4481], [-3.4184, 1.4151, 0.6141], [-2.1014, 1.3111, 1.6541]], "gap_ev": 9.088, "smiles": "O.O.O.O.O.O.O.O.O.O.O", "homo_energy_ev": -9.714, "spin_multiplicity": 1}

***

Model y:
{"formula": "H22O11", "method": "ωB97M-V/def2-TZVPD", "species": ["O", "H", "H", "O", "H", "H", "O", "H", "H", "O", "H", "H", "O", "H", "H", "O", "H", "H", "O", "H", "H", "O", "H", "H", "O", "H", "H", "O", "H", "H", "O", "H", "H"], "xyz": [[-1.1155, -0.3924, 7.4604], [-1.0468, -0.6605, 8.3597], [-0.2187, -0.1361, 7.3693], [3.9749, -3.4968, 8.9535], [3.4251, -3.9453, 8.3102], [4.7979, -3.9350, 8.9330], [-1.4679, -1.4508, 9.8189], [-2.0106, -1.8449, 9.1309], [-1.9616, -0.7802, 10.3004], [2.8500, -1.4142, 6.3690], [3.7468, -1.3124, 6.6148], [2.4150, -1.8388, 7.0697], [-1.1216, -2.5705, 5.0631], [-1.2472, -2.9758, 5.9102], [-1.5036, -1.7062, 5.2005], [2.0049, -3.0524, 11.0124], [2.5920, -3.0716, 10.2272], [1.2822, -3.6144, 10.8363], [-0.6484, -4.8507, 6.6028], [-1.0962, -5.3655, 5.9731], [0.2681, -4.7570, 6.2502], [1.9065, 0.1739, 9.9639], [1.1333, 0.6847, 10.2215], [2.4727, 0.8411, 9.7398], [0.8095, -2.6311, 8.1745], [0.5054, -1.8625, 8.6109], [0.0155, -3.0703, 7.7944], [-0.4060, -4.2308, 10.3889], [-0.3424, -4.7780, 9.5851], [-0.4924, -3.3414, 10.0295], [-2.6076, -2.8846, 7.4261], [-2.8069, -3.7456, 7.1152], [-3.1772, -2.3064, 6.9059]], "gap_ev": 9.557, "smiles": "O.O.O.O.O.O.O.O.O.O.O", "homo_energy_ev": -9.611, "spin_multiplicity": 1}

***

Of them, the most stable is model y and the least stable is model x.